DFT (ωB97M-V/def2-TZVPD) results for C26H36CsFN8O4S2 as an isolated structure at a distorted geometry.

Computed properties:
- E (a.u.) = -2667.8452
- orbital gap (eV) = 6.08

Geometry as ORCA input:
```
! wB97M-V def2-TZVPD RIJCOSX def2/J DEFGRID3
* xyz -2 1
Cs 0.499 -0.023 -0.953
C 2.240 0.709 2.829
C 2.585 -0.790 2.843
C 3.542 -1.106 1.687
C 1.309 -1.637 2.834
C 0.251 -1.299 3.682
C -0.935 -2.009 3.684
C -1.113 -3.109 2.853
C -2.413 -3.876 2.889
C -0.071 -3.447 1.994
C 1.119 -2.719 1.973
H 3.142 1.310 2.693
H 1.759 1.032 3.753
H 1.549 0.940 2.015
H 3.100 -1.006 3.784
H 3.002 -1.152 0.736
H 4.055 -2.062 1.829
H 4.297 -0.320 1.606
H 0.319 -0.424 4.318
H -1.753 -1.664 4.305
H -3.249 -3.198 3.069
H -2.409 -4.627 3.687
H -2.598 -4.398 1.949
H -0.193 -4.274 1.297
H 1.867 -2.972 1.228
N -4.083 -0.728 0.654
C -4.951 0.022 1.578
C -4.314 1.334 2.053
C -3.421 1.174 3.311
O -4.007 1.402 4.408
O -2.249 0.771 3.108
H -3.770 -0.138 -0.106
H -4.556 -1.523 0.250
H -5.148 -0.606 2.451
H -5.927 0.244 1.130
H -5.106 2.036 2.312
H -3.714 1.761 1.238
N -2.745 1.935 -2.398
H -2.883 2.670 -1.712
H -1.900 2.192 -2.899
H -2.476 1.129 -1.850
N -2.395 -5.825 -2.694
C -2.639 -4.467 -2.809
C -2.217 -3.566 -1.820
N -2.432 -2.275 -1.927
C -3.034 -1.840 -3.040
C -3.444 -2.732 -4.011
N -3.265 -4.049 -3.899
H -2.284 -6.195 -1.767
H -2.932 -6.389 -3.328
H -1.706 -3.907 -0.926
H -3.199 -0.771 -3.139
H -3.949 -2.390 -4.909
F 2.053 -1.703 -1.284
N 7.017 2.611 -2.629
C 5.615 2.728 -2.739
C 5.024 3.964 -2.987
C 3.645 4.072 -3.114
C 2.853 2.941 -3.005
C 3.437 1.700 -2.768
C 4.808 1.594 -2.635
S 1.081 3.046 -3.117
O 0.767 4.444 -3.339
O 0.678 2.120 -4.153
N 0.528 2.460 -1.763
C 0.682 3.058 -0.551
S 1.662 4.525 -0.247
C 1.231 4.445 1.430
C 0.421 3.384 1.643
N 0.127 2.605 0.543
H 7.465 3.446 -2.290
H 7.307 1.805 -2.100
H 5.650 4.850 -3.064
H 3.166 5.029 -3.280
H 2.812 0.820 -2.688
H 5.256 0.623 -2.436
H 1.584 5.183 2.138
H -0.024 3.100 2.593
*
```


DFT (ωB97M-V/def2-TZVPD) results for one molecule with the formula C26H36FN3O2.

Computed properties:
- E (a.u.) = -1426.9511
- orbital gap (eV) = 8.92

Geometry as ORCA input:
```
! wB97M-V def2-TZVPD RIJCOSX def2/J DEFGRID3
* xyz 0 1
C 4.368 1.034 1.331
O 4.103 2.181 0.560
C 2.810 2.467 0.245
C 1.715 1.747 0.697
C 0.431 2.091 0.287
C -0.730 1.328 0.839
O -0.938 1.291 2.041
N -1.553 0.712 -0.048
C -2.763 0.107 0.474
C -3.928 1.121 0.430
N -5.193 0.670 0.962
C -5.806 -0.403 0.211
C -5.171 0.390 2.381
C -1.270 0.498 -1.451
C -0.636 -0.880 -1.696
C -0.709 -1.317 -3.159
C -0.050 -2.689 -3.305
C 1.385 -2.651 -2.758
N 1.486 -2.167 -1.396
C 1.112 -3.138 -0.376
C 1.423 -2.587 0.989
C 0.438 -2.029 1.796
C 0.747 -1.444 3.012
C 2.059 -1.418 3.452
C 3.059 -1.984 2.680
C 2.728 -2.550 1.462
F 3.718 -3.089 0.717
C 0.837 -0.880 -1.264
C 0.238 3.193 -0.531
C 1.334 3.928 -0.957
C 2.621 3.578 -0.595
C 3.814 4.352 -1.060
H 3.921 1.105 2.327
H 5.452 0.988 1.424
H 4.007 0.127 0.836
H 1.834 0.913 1.372
H -2.574 -0.178 1.512
H -3.008 -0.781 -0.112
H -3.623 2.003 0.999
H -4.095 1.427 -0.607
H -6.839 -0.512 0.542
H -5.809 -0.147 -0.847
H -5.304 -1.374 0.340
H -6.199 0.336 2.741
H -4.671 -0.557 2.632
H -4.662 1.200 2.899
H -2.212 0.575 -2.003
H -0.595 1.274 -1.814
H -1.177 -1.617 -1.092
H -1.747 -1.360 -3.497
H -0.181 -0.588 -3.780
H -0.632 -3.433 -2.757
H -0.028 -2.988 -4.353
H 1.836 -3.644 -2.810
H 1.982 -1.974 -3.379
H 0.048 -3.426 -0.413
H 1.715 -4.033 -0.554
H -0.588 -2.045 1.459
H -0.033 -0.988 3.600
H 2.306 -0.959 4.397
H 4.089 -1.985 3.001
H 0.920 -0.553 -0.229
H 1.390 -0.168 -1.887
H -0.760 3.490 -0.817
H 1.182 4.791 -1.590
H 4.503 3.695 -1.587
H 3.518 5.165 -1.718
H 4.349 4.761 -0.205
*
```


DFT (ωB97M-V/def2-TZVPD) results for one molecule with the formula C26H36FN4O10PS at a distorted geometry.

Computed properties:
- E (a.u.) = -2822.5471
- orbital gap (eV) = 6.61

Geometry as ORCA input:
```
! wB97M-V def2-TZVPD RIJCOSX def2/J DEFGRID3
* xyz 0 1
C 3.023 -6.615 0.985
C 1.818 -5.624 0.554
O 2.284 -4.564 -0.338
P 1.102 -3.301 -0.358
O -0.272 -4.005 -0.128
C 1.009 -2.527 -2.079
C 2.525 -2.278 -2.578
C 2.884 -0.748 -2.915
C 2.447 0.301 -1.792
C 1.008 0.952 -1.778
C 0.545 2.015 -0.727
C -0.901 2.597 -0.809
C -1.869 2.017 -1.979
O -2.201 2.713 -2.987
O -2.330 0.703 -1.804
N -1.395 3.626 0.113
O -2.660 4.031 -0.081
C -3.572 3.494 0.924
C -3.721 1.894 0.908
N -4.821 1.408 -0.021
C -4.865 -0.100 0.180
C -5.131 -0.884 -1.207
C -6.696 -1.244 -1.453
O -4.409 -2.142 -1.320
C -0.502 4.148 1.169
C -1.033 5.322 2.159
O -0.673 5.108 3.548
N -1.031 3.871 3.989
O -0.169 3.558 4.773
C 0.961 3.610 1.378
F 1.775 4.127 2.434
C 1.515 2.506 0.402
C 2.935 1.857 0.455
N 3.848 2.296 1.565
C 3.719 1.421 2.525
S 3.814 0.288 3.725
C 3.400 0.783 -0.609
C 4.908 0.231 -0.455
O 5.751 0.491 -1.599
C 5.869 1.909 -1.873
O 1.498 -2.171 0.855
C 0.300 -1.397 1.215
C -0.553 -2.084 2.395
H 3.723 -6.000 1.657
H 2.555 -7.447 1.626
H 3.562 -7.094 0.096
H 1.009 -6.277 0.059
H 1.427 -5.147 1.520
H 0.546 -3.341 -2.765
H 0.318 -1.621 -2.158
H 3.332 -2.730 -1.882
H 2.640 -2.865 -3.575
H 4.042 -0.688 -2.983
H 2.491 -0.417 -3.951
H 0.309 0.600 -2.630
H -3.342 3.804 2.002
H -4.616 3.939 0.684
H -2.737 1.328 0.751
H -4.085 1.597 1.975
H -5.686 1.725 0.471
H -5.735 -0.399 0.891
H -3.887 -0.505 0.635
H -4.816 -0.164 -2.051
H -7.334 -0.311 -1.274
H -6.803 -1.575 -2.557
H -7.050 -2.084 -0.760
H -3.497 -2.006 -0.978
H -0.454 6.270 1.823
H -2.144 5.574 1.989
H 5.445 0.647 0.483
H 4.822 -0.906 -0.283
H 4.908 2.362 -2.331
H 6.698 2.044 -2.664
H 6.202 2.515 -0.952
H 0.645 -0.355 1.574
H -0.328 -1.213 0.262
H -1.302 -2.799 1.901
H -1.158 -1.327 3.015
H 0.165 -2.725 3.020
*
```